[1]
Formula: C45H47BrMgN4O2Sb2
Source: OMol25
Level of theory: ωB97M-V/def2-TZVPD

The geometry in ORCA input format:
```
! wB97M-V def2-TZVPD RIJCOSX def2/J DEFGRID3
* xyz 0 1
Mg 0.7135 1.0380 0.9469
C 4.8792 -0.6359 0.5051
C 3.8007 0.2329 0.2842
N 2.7819 0.3358 1.1076
C 2.7798 -0.4063 2.2466
C 3.7831 -1.3665 2.5198
C 4.8490 -1.4575 1.6008
C 3.6829 -2.1511 3.6910
C 2.6501 -1.9357 4.5630
C 1.7164 -0.9028 4.3612
C 1.7677 -0.1078 3.2278
N 0.9954 0.9542 2.8690
C 0.7270 2.0774 3.5751
C 0.6181 2.2369 4.9501
C 0.3178 3.4868 5.5108
C 0.1220 4.6010 4.7375
C 0.2754 4.5092 3.3369
C 0.1300 5.6051 2.4602
C 0.3335 5.4379 1.1169
C 0.6910 4.1691 0.6377
N 0.8358 3.1264 1.4226
C 0.6050 3.2611 2.7535
H 5.7042 -0.6628 -0.1925
H 3.7815 0.8658 -0.5963
H 5.6441 -2.1698 1.7880
H 4.4313 -2.9080 3.8890
H 2.5566 -2.5524 5.4482
H 0.9402 -0.7456 5.0978
H 0.7497 1.3799 5.5955
H 0.2370 3.5649 6.5882
H -0.1408 5.5518 5.1835
H -0.1468 6.5720 2.8631
H 0.2321 6.2654 0.4289
H 0.8460 4.0035 -0.4230
C 3.9605 -3.8222 -2.4466
Sb 2.1536 -2.8615 -1.7293
C 1.4534 -4.6763 -0.7607
C 1.0565 -3.2197 -3.5830
C 1.6259 -2.3251 -4.6332
C 2.7187 -2.8195 -5.3512
C 3.3759 -2.0714 -6.3102
C 2.9256 -0.7928 -6.5894
C 1.8244 -0.2980 -5.9169
C 1.1548 -1.0233 -4.9240
C -0.0746 -0.3990 -4.3495
Sb 0.0190 1.1108 -2.6869
C 1.7015 2.1273 -3.6091
C -1.4593 2.2768 -3.7495
H 3.7074 -4.6753 -3.0744
H 4.5475 -4.1588 -1.5942
H 4.5477 -3.1120 -3.0277
H 1.9603 -5.5388 -1.1913
H 0.3795 -4.7839 -0.9015
H 1.6641 -4.6268 0.3082
H -0.0039 -3.0592 -3.3963
H 1.2136 -4.2683 -3.8334
H 3.0497 -3.8324 -5.1538
H 4.2196 -2.4907 -6.8430
H 3.4178 -0.1919 -7.3435
H 1.4545 0.6888 -6.1696
H -0.7958 -1.1510 -4.0276
H -0.5451 0.2033 -5.1258
H 1.4428 2.4025 -4.6301
H 2.5492 1.4422 -3.6304
H 1.9757 3.0255 -3.0568
H -1.1390 2.4355 -4.7792
H -1.6041 3.2264 -3.2421
H -2.4051 1.7369 -3.7356
Br -2.5868 -3.4350 -1.4538
C -2.0373 -2.5923 0.1464
C -2.6079 -2.9315 1.3577
C -2.1174 -2.3042 2.4895
C -1.0757 -1.3999 2.3622
N -0.5155 -1.0918 1.1951
C -1.0174 -1.6578 0.1024
H -3.4019 -3.6630 1.4176
H -2.5383 -2.5271 3.4599
H -0.6724 -0.9003 3.2306
H -0.5940 -1.3617 -0.8510
C -6.5867 -0.9314 2.3595
C -5.5051 -0.1045 1.7163
C -4.7888 0.8178 2.4702
C -3.7376 1.5486 1.9305
C -3.0277 2.5737 2.7649
C -3.3817 1.3341 0.5941
C -4.1612 0.4961 -0.2060
C -3.8656 0.3698 -1.6765
C -5.2082 -0.2188 0.3667
C -2.0875 1.8758 0.0126
O -2.0922 2.6170 -0.9678
O -1.0069 1.4759 0.5856
H -6.3392 -1.1408 3.4006
H -6.7363 -1.8762 1.8363
H -7.5377 -0.3938 2.3519
H -5.0535 0.9667 3.5125
H -3.3949 2.5684 3.7903
H -3.1770 3.5740 2.3515
H -1.9602 2.3804 2.7655
H -2.8154 0.1230 -1.8507
H -4.0427 1.3258 -2.1708
H -4.4962 -0.3877 -2.1383
H -5.7962 -0.8803 -0.2627
*
```

Output
**LUMO energy**: -0.00645 Ha
**ΔE to the lowest compared entry with this formula, charge and spin**: 1.0962 eV
**DFT total energy**: -5367.21736 hartree
**E_HOMO**: -6.858 eV
**HOMO-LUMO gap**: 6.68 eV



[2]
Formula: C31H26BrIN2O7STc
Source: OMol25
Level of theory: ωB97M-V/def2-TZVPD

The geometry in ORCA input format:
```
! wB97M-V def2-TZVPD RIJCOSX def2/J DEFGRID3
* xyz 0 2
Tc 1.1313 -0.8956 -0.0663
C -3.5382 1.9906 2.6105
C -1.8065 2.1625 1.0158
N -2.2872 3.3377 0.7029
C -1.6135 4.0233 -0.2417
C -0.5053 3.5716 -0.9031
C 0.0868 4.4475 -1.9702
O 1.4130 4.8854 -1.6862
C 0.0173 2.2636 -0.5929
C 1.0966 1.7797 -1.3999
N 1.4802 0.4988 -1.5474
C 2.1857 0.2183 -2.7479
C 2.0935 1.0534 -3.8715
C 2.7974 0.7863 -5.0306
C 3.6052 -0.3376 -5.1288
C 3.6742 -1.2095 -4.0570
C 2.9694 -0.9273 -2.8972
I 2.9782 -2.3172 -1.3633
C -0.6594 1.5937 0.4232
O 0.5081 1.4552 2.8030
H -4.3269 2.1657 1.8789
H -3.2854 2.9353 3.0924
H -3.8533 1.2529 3.3446
H -2.0168 4.9990 -0.4891
H -0.5742 5.3077 -2.1224
H 0.1535 3.9219 -2.9260
H 1.4032 5.3002 -0.8173
H 1.5945 2.5363 -1.9858
H 1.4334 1.9060 -3.8465
H 2.6966 1.4571 -5.8728
H 4.1508 -0.5509 -6.0367
H 4.2632 -2.1138 -4.1240
O -2.3891 1.4251 1.9819
C 0.0592 0.4387 2.3761
O -0.2559 0.3621 0.9607
C -0.3896 -0.7275 3.1610
C -1.1479 -0.3860 4.2844
C -1.6612 -1.3651 5.1087
C -1.3966 -2.7001 4.8144
C -0.6233 -3.0377 3.7239
C -0.0894 -2.0610 2.8742
S 0.9814 -2.5910 1.5905
H -1.3366 0.6597 4.4841
H -2.2603 -1.0972 5.9670
H -1.7930 -3.4824 5.4475
H -0.4061 -4.0749 3.5094
Br -6.8313 -3.5177 -2.4160
C -4.9754 -3.2762 -2.1091
C -4.1021 -4.3146 -2.3905
C -2.7488 -4.1295 -2.1636
C -2.2750 -2.9226 -1.6635
C -3.1687 -1.8958 -1.3856
C -4.5257 -2.0661 -1.6074
C -0.7961 -2.7663 -1.4258
O -0.0188 -3.6787 -1.6334
O -0.4696 -1.5759 -1.0165
H -4.4774 -5.2504 -2.7788
H -2.0385 -4.9172 -2.3701
H -2.7916 -0.9623 -0.9896
H -5.2262 -1.2714 -1.3946
C 3.9289 1.6534 2.2196
C 3.5329 0.2996 1.7276
C 4.3125 -0.8996 2.1496
O 2.5490 0.2104 0.9995
H 4.9746 1.6905 2.5143
H 3.3113 1.8668 3.0968
H 3.7055 2.4035 1.4648
H 4.5930 -0.8143 3.1994
H 5.2411 -0.9188 1.5709
H 3.7399 -1.8070 1.9712
*
```

Output
**LUMO energy (spin up / spin down)**: -0.03876 / -0.03120 Ha
**DFT total energy**: -5183.82464 hartree
**Expectation value of S²**: 1.009
**E_HOMO (spin up / spin down)**: -6.498 / -7.277 eV
**HOMO-LUMO gap (spin up / spin down)**: 5.44 / 6.43 eV



[3]
Formula: C23H27N3O2
Source: OMol25
Level of theory: ωB97M-V/def2-TZVPD

The geometry in ORCA input format:
```
! wB97M-V def2-TZVPD RIJCOSX def2/J DEFGRID3
* xyz 0 1
C 4.1896 5.0985 0.1007
C 3.7160 4.5223 1.4321
C 4.7609 4.7609 2.5184
C 3.4064 3.0273 1.2608
N 2.8313 2.4305 2.4531
C 3.6945 1.6780 3.3370
C 1.4943 2.5124 2.5953
O 0.7906 3.0811 1.7758
C 0.8547 1.8936 3.8366
C -0.2832 0.9771 3.3886
C 0.2575 -0.2389 2.7407
N 1.4978 -0.5721 2.6017
N 1.5232 -1.7602 1.9549
C 0.2977 -2.0978 1.7365
C -0.1967 -3.3125 1.0456
C -0.9275 -2.9227 -0.2158
C -0.2481 -2.2616 -1.2322
C -0.9057 -1.8855 -2.3866
C -2.2595 -2.1673 -2.5586
C -2.9596 -1.7801 -3.7925
C -2.7364 -0.5354 -4.3764
C -3.3989 -0.1732 -5.5345
C -4.2893 -1.0499 -6.1313
C -4.5161 -2.2914 -5.5610
C -3.8594 -2.6531 -4.3995
C -2.9354 -2.8268 -1.5358
C -2.2784 -3.1933 -0.3761
O -0.5679 -1.1712 2.2136
H 3.4334 4.9581 -0.6674
H 4.3874 6.1634 0.1969
H 5.1058 4.6073 -0.2221
H 2.7843 5.0183 1.7207
H 4.9728 5.8241 2.6075
H 5.6902 4.2489 2.2742
H 4.4083 4.4048 3.4826
H 2.6755 2.9175 0.4545
H 4.3127 2.4816 0.9920
H 3.3991 0.6260 3.3470
H 3.6715 2.0772 4.3535
H 4.7157 1.7493 2.9724
H 0.4372 2.7130 4.4255
H 1.5595 1.3351 4.4428
H -0.9110 0.6814 4.2335
H -0.9115 1.5087 2.6676
H -0.8670 -3.8587 1.7128
H 0.6705 -3.9339 0.8164
H 0.8037 -2.0444 -1.1114
H -0.3611 -1.3860 -3.1743
H -2.0555 0.1588 -3.9057
H -3.2213 0.7981 -5.9729
H -4.8047 -0.7670 -7.0373
H -5.2067 -2.9810 -6.0245
H -4.0277 -3.6291 -3.9677
H -3.9901 -3.0348 -1.6410
H -2.8231 -3.6964 0.4103
*
```

Output
**LUMO energy**: 0.02857 Ha
**ΔE to the lowest compared entry with this formula, charge and spin**: 1.7314 eV
**DFT total energy**: -1207.40692 hartree
**SMILES string**: CC(C)CN(C)C(=O)CCc1nnc(Cc2ccc(-c3ccccc3)cc2)o1
**E_HOMO**: -8.607 eV
**HOMO-LUMO gap**: 9.38 eV



[4]
Formula: C21H56B3CuF12O21S7
Source: OMol25
Level of theory: ωB97M-V/def2-TZVPD

The geometry in ORCA input format:
```
! wB97M-V def2-TZVPD RIJCOSX def2/J DEFGRID3
* xyz -1 2
Cu 15.4591 -30.9968 -7.0469
B 14.0191 -31.4929 -4.7447
F 14.0344 -30.3700 -5.5419
F 12.8639 -32.1690 -5.0103
F 15.0683 -32.2744 -5.1858
F 13.9938 -31.1426 -3.4299
B 14.2043 -28.5616 -8.0440
F 13.7046 -29.8423 -7.9335
F 15.5330 -28.8193 -7.7648
F 14.1123 -28.1987 -9.3476
F 13.5755 -27.6948 -7.2137
B 18.0203 -30.3271 -6.3137
F 18.4642 -29.0428 -6.1439
F 17.0369 -30.6194 -5.4869
F 17.4882 -30.4620 -7.6235
F 19.0464 -31.2015 -6.0633
O 18.5831 -33.6676 -1.7999
S 18.3167 -34.8168 -2.6611
O 19.0050 -36.0698 -2.3854
O 16.7255 -35.1051 -2.5966
C 15.9114 -34.0721 -2.0659
C 14.4506 -34.4680 -2.4868
C 18.4473 -34.4537 -4.3752
H 16.0689 -33.0530 -2.4190
H 15.9294 -34.0987 -0.9764
H 13.7189 -33.8571 -1.9580
H 14.1977 -35.5265 -2.4272
H 14.4093 -34.2653 -3.5570
H 17.5231 -34.7385 -4.8781
H 19.3701 -34.8319 -4.8151
H 18.5607 -33.3833 -4.5468
O 6.6164 -33.7658 -2.4802
S 6.8669 -32.4341 -1.9745
O 5.9705 -31.9664 -0.9042
O 8.4229 -32.3211 -1.5314
C 9.4826 -32.6292 -2.4772
C 10.1888 -31.3477 -2.7198
C 6.7964 -31.1481 -3.3058
H 9.0880 -33.1074 -3.3737
H 10.3040 -33.2640 -2.1448
H 9.6287 -30.6023 -3.2844
H 11.1245 -31.5179 -3.2524
H 10.4257 -31.0956 -1.6861
H 7.2524 -30.2282 -2.9398
H 5.7682 -31.1493 -3.6675
H 7.3716 -31.4840 -4.1686
O 7.7746 -30.8783 -8.1528
S 7.0921 -30.0729 -7.0982
O 5.9928 -30.6150 -6.3444
O 8.2554 -29.6473 -5.9616
C 9.5164 -29.2772 -6.4819
C 10.5112 -30.4142 -6.6520
C 6.5007 -28.3830 -7.5156
H 9.9140 -28.4859 -5.8462
H 9.3208 -28.7619 -7.4223
H 10.4346 -31.2234 -5.9258
H 11.4908 -29.9439 -6.7376
H 10.2338 -30.8350 -7.6186
H 6.0874 -27.9478 -6.6057
H 5.7865 -28.4121 -8.3385
H 7.3852 -27.7907 -7.7502
O 16.9744 -32.5431 3.4653
S 16.7560 -32.5833 1.9956
O 16.4177 -33.8229 1.2982
O 15.6297 -31.4180 1.5843
C 15.0677 -31.4484 0.2620
C 14.5241 -30.0649 -0.0777
C 18.1959 -31.7423 1.1660
H 14.3104 -32.2203 0.1253
H 15.8019 -31.6764 -0.5107
H 15.3251 -29.3265 -0.0419
H 13.6517 -29.7188 0.4766
H 14.1411 -30.0109 -1.0968
H 19.0719 -32.0552 1.7342
H 17.9510 -30.6974 1.3566
H 18.2396 -31.9700 0.1009
O 11.9946 -25.3525 -2.7479
S 13.1851 -24.9297 -3.4949
O 13.7846 -23.5953 -3.3278
O 14.3871 -26.1061 -3.4436
C 14.0215 -27.4960 -3.8284
C 15.3681 -28.2187 -3.7906
C 12.6973 -25.0979 -5.2719
H 13.5514 -27.4984 -4.8118
H 13.3084 -27.9163 -3.1192
H 15.2648 -29.3011 -3.8672
H 15.9036 -27.8753 -2.9056
H 15.9937 -27.8783 -4.6157
H 12.1543 -26.0250 -5.4556
H 13.6417 -25.1322 -5.8150
H 12.0417 -24.2534 -5.4839
O 16.6399 -33.1072 -7.2551
S 17.3455 -34.2141 -7.9194
O 17.3439 -35.4936 -7.2162
O 16.6368 -34.4284 -9.4760
C 16.6058 -35.6573 -10.1357
C 15.9399 -35.6646 -11.4961
C 19.0500 -33.7500 -8.4636
H 16.1369 -36.4256 -9.5209
H 17.6194 -36.0467 -10.2311
H 15.8743 -36.6810 -11.8844
H 16.5364 -35.1812 -12.2698
H 14.9003 -35.3542 -11.3912
H 19.7135 -33.8088 -7.6007
H 18.9590 -32.7116 -8.7822
H 19.4463 -34.3110 -9.3099
O 11.6398 -33.3329 -8.4724
S 12.9634 -33.5480 -7.9158
O 14.0315 -32.5099 -7.6910
O 12.9031 -34.6640 -6.6379
C 11.7312 -35.3670 -6.4000
C 10.8515 -34.5163 -5.5251
C 13.7205 -34.7104 -9.0184
H 12.0027 -36.2960 -5.8986
H 11.1847 -35.5104 -7.3322
H 9.9081 -34.9808 -5.2383
H 10.5489 -33.5450 -5.9165
H 11.3759 -34.3040 -4.5934
H 14.4281 -35.3732 -8.5203
H 14.2282 -34.0960 -9.7620
H 12.9773 -35.4372 -9.3462
*
```

Output
**LUMO energy (spin up / spin down)**: 0.04616 / -0.06933 Ha
**ΔE to the lowest compared entry with this formula, charge and spin**: 0.3040 eV
**DFT total energy**: -8115.06301 hartree
**Expectation value of S²**: 0.751
**E_HOMO (spin up / spin down)**: -9.001 / -9.001 eV
**HOMO-LUMO gap (spin up / spin down)**: 10.26 / 7.11 eV